Below is a molecular structure, C44H38AsCrIN4O2PS, with properties calculated with the ωB97M-V functional and the def2-TZVPD basis.

Each line ends with the Mulliken spin population.
Atoms and positions in Å:
H (-0.61001, -1.24906, 6.25409)  0.000
S (-2.49233, -0.69317, 1.11148)  -0.012
C (4.64712, -1.34434, -0.43664)  0.001
H (1.66365, -1.58329, -5.84779)  0.000
H (0.95605, 2.84462, 4.89694)  0.000
H (-0.60931, -2.72187, 4.23872)  0.000
H (2.72921, -1.56227, 2.87245)  -0.001
C (1.63550, -2.41767, -2.08266)  0.003
C (1.65834, -1.81999, -4.79159)  0.001
N (-3.11812, 1.95850, -1.53022)  -0.028
H (-5.24425, -1.12015, -5.36618)  0.000
H (1.98350, 0.42892, -1.45921)  0.021
C (0.28839, 0.39245, 5.21386)  0.002
H (3.47140, 5.54995, 0.17303)  0.000
H (-3.07208, -3.08988, -2.25083)  0.000
C (-3.59700, -0.02425, -4.54322)  0.002
H (4.66206, 4.05038, 1.74809)  0.000
H (0.67286, 1.92682, -1.81397)  -0.028
H (-4.89556, -3.08579, -3.90832)  0.000
C (0.29524, -1.22767, 3.00589)  0.028
Cr (-0.90122, 0.89142, 0.10402)  3.175
N (-5.25374, 3.34687, 0.73205)  0.008
As (-0.90327, -1.10211, -1.53164)  -0.035
C (0.58869, -1.42180, -4.00333)  -0.005
C (3.48836, -0.58669, -0.29151)  -0.004
H (-1.93998, 0.85196, -3.50633)  0.005
H (5.18852, -1.28354, -1.37391)  0.000
C (2.71170, -2.52977, -4.23064)  -0.003
H (3.74914, 1.79931, 2.21001)  0.000
H (1.02204, 2.85672, 3.13466)  0.001
C (-1.24264, -2.62382, -0.39155)  0.016
H (-0.23779, -0.88877, -4.45566)  0.001
N (-2.95039, 2.00090, 2.78866)  -0.001
C (-0.89066, -3.93256, -0.70138)  -0.001
H (-2.13258, -5.47883, 2.03479)  0.000
C (-1.94509, -2.32929, 0.78704)  0.005
H (-0.41049, 3.12021, -1.12771)  0.017
C (-0.20684, -1.71818, 4.19624)  -0.001
C (5.10888, -2.17188, 0.57201)  -0.004
C (4.40608, -2.25195, 1.76345)  0.002
H (0.26539, -1.86301, 2.12515)  -0.005
C (3.25284, -1.50222, 1.93115)  -0.005
C (2.05599, 2.05336, 0.90966)  -0.005
I (-1.11560, 5.43829, 2.86415)  0.000
C (-4.43136, -1.12687, -4.65177)  0.000
C (2.77636, -0.66974, 0.91568)  -0.008
H (-0.37542, -4.14931, -1.62877)  0.000
C (-1.20420, -4.96501, 0.17030)  0.002
C (2.69718, -2.82912, -2.87684)  0.000
C (-2.56659, -0.02553, -3.61343)  0.005
C (-0.20997, -0.89556, 5.31231)  -0.002
H (2.42170, 2.33819, 4.06332)  0.000
H (4.75272, -2.88917, 2.56642)  0.000
C (-2.39529, 4.12724, 1.77834)  0.004
C (3.08367, 4.55876, 0.37314)  0.001
C (3.75258, 3.72058, 1.26327)  -0.003
C (0.82541, 0.06245, 2.90493)  -0.024
H (3.51700, 1.28521, -1.35104)  -0.001
C (0.56877, -1.72364, -2.64372)  0.012
H (1.64756, -2.64150, -1.02227)  -0.001
C (-2.36661, -1.13342, -2.79680)  -0.012
C (0.81665, 0.89934, 4.02497)  0.002
C (3.06383, 0.29431, -1.43251)  0.001
C (-2.25482, -3.37956, 1.65397)  0.000
C (-4.23718, -2.23013, -3.83167)  0.001
C (-4.87297, 2.97726, -0.28824)  -0.001
C (-4.30906, 2.49057, -1.51572)  0.022
H (-3.41967, 4.39069, 2.01925)  0.001
N (-5.60512, 2.64236, -3.74026)  0.008
C (-3.20724, -2.23543, -2.90209)  -0.003
C (-1.88243, -4.67852, 1.34918)  -0.001
C (-2.07465, 2.69498, 2.08625)  -0.018
C (-5.02706, 2.57439, -2.74926)  -0.001
C (0.27761, 2.31103, -0.86566)  -0.041
H (-3.76317, 0.84835, -5.16106)  0.000
H (-2.19412, 4.29818, 0.72532)  0.001
P (1.31703, 0.42515, 1.17973)  -0.028
H (-2.79974, 0.99912, 2.87619)  0.000
H (-2.79900, -3.16291, 2.56443)  0.002
H (3.54072, -2.85013, -4.84866)  0.000
O (-1.00289, 2.19291, 1.67880)  -0.028
H (3.36613, -0.14876, -2.38246)  0.000
H (0.26982, 1.03890, 6.08335)  0.000
H (-3.88218, 2.36216, 2.92594)  0.001
H (1.45749, 4.76604, -1.00324)  0.000
C (1.33123, 2.31223, 4.02338)  0.000
C (1.94564, 4.12293, -0.28018)  0.005
C (1.42175, 2.84560, -0.05231)  -0.031
O (-2.54496, 1.91028, -0.37625)  -0.008
H (-0.92626, -5.98258, -0.06999)  0.000
H (6.01302, -2.74974, 0.42828)  0.000
C (3.23865, 2.46576, 1.52309)  -0.005
H (3.51750, -3.37517, -2.42889)  0.000

## Properties
Gap between HOMO and LUMO (alpha / beta) in eV: 7.42 / 7.76
Spin multiplicity: 4
Highest occupied orbital energy (alpha / beta) in eV: -7.660 / -7.734
LUMO energy (alpha / beta) in eV: -0.2 / 0.0

***

Below is a molecular structure, C44H38ClFN6O6V, with properties calculated with the ωB97M-V functional and the def2-TZVPD basis.

Each line ends with the Mulliken spin population.
Atoms and positions in Å:
H (0.95568, 4.23920, -2.69914)  0.000
C (-1.00205, 0.16059, 3.16430)  0.013
H (-1.30924, -6.74179, -4.02480)  0.000
H (-0.23513, 0.18356, 3.92594)  0.002
C (-3.11950, 6.28920, 6.80899)  0.000
H (-2.60494, 7.24252, 6.89914)  0.000
O (-3.19081, 6.00755, 5.43015)  0.000
H (1.37016, -8.07404, -3.43299)  0.000
H (-0.30700, -7.62828, -5.17435)  0.000
C (4.05437, -0.09682, 0.76815)  0.043
V (1.19269, -0.30520, -0.37703)  1.970
N (-1.23024, -0.24901, -0.44068)  -0.014
N (-4.77190, 0.32680, 2.85231)  -0.004
H (-4.11647, 6.37558, 7.25225)  0.000
H (-1.30830, 4.49389, 0.99293)  0.001
H (2.60562, 3.66970, 1.13624)  0.000
H (0.39014, -3.15854, -4.69060)  0.000
N (-5.27486, 1.10070, 3.70223)  0.008
C (-3.69442, 4.79296, 5.06888)  0.001
C (-4.63093, 2.34780, 4.13600)  -0.001
C (-3.35383, 0.26637, 2.55270)  0.013
C (0.67726, 4.76030, -1.78965)  0.002
C (-3.59807, 4.47358, 3.70973)  -0.001
H (-4.19921, -0.24104, -1.97940)  0.000
H (0.97680, -4.25812, 1.00400)  0.002
C (-0.28832, 4.13713, -0.90615)  0.003
H (-1.74518, -0.39953, -2.40765)  -0.002
H (1.97648, 6.41348, -2.19206)  0.000
C (2.60176, 2.50809, -0.48778)  -0.006
C (-3.02007, 0.01087, 1.19519)  -0.003
C (0.71282, -7.19218, -0.69872)  0.003
C (-0.83628, 2.90491, -1.15899)  0.004
C (0.39872, -7.68084, -3.12461)  0.000
C (-1.67104, -0.09496, 0.84763)  0.019
H (-4.40589, 4.13649, 6.99964)  0.000
C (4.07055, -0.87043, -1.46706)  0.047
H (-3.97474, 3.02625, 2.19630)  0.000
H (-0.54233, 2.33205, -2.03056)  0.000
C (-4.78331, 2.69150, 5.46285)  0.001
C (-3.51029, -0.20062, -1.14656)  -0.005
O (1.62218, 1.85914, -0.11838)  0.002
C (-0.59600, 4.90593, 0.28409)  0.002
C (1.88256, -5.92019, -5.11301)  0.000
O (0.94164, -2.26442, -0.36596)  -0.047
H (-3.15592, 5.19392, 3.03393)  0.000
C (6.15178, -0.32546, -0.38918)  0.020
C (-2.35974, 0.32458, 3.49408)  -0.010
H (-0.26444, 6.67114, 1.45014)  0.000
C (-4.05213, 3.26006, 3.24943)  0.001
H (2.51187, -6.27504, -4.29605)  0.000
O (0.55929, -0.86924, -4.35915)  0.002
C (3.31387, -0.50433, -0.34680)  -0.103
H (2.31364, -4.98933, -5.48049)  0.000
O (1.05340, -0.21070, -2.31402)  -0.011
C (0.78904, -2.98953, -1.34442)  -0.014
H (3.56727, -1.22906, -2.36264)  0.002
C (0.73618, -1.10993, -3.17800)  -0.008
H (-0.10373, -5.17700, -5.42157)  0.000
C (-3.95978, -0.04750, 0.12912)  0.009
C (1.25396, 5.97904, -1.50752)  -0.002
C (0.85594, -6.29312, 0.35095)  -0.001
C (-2.12012, -0.29543, -1.39489)  0.022
H (0.71232, -8.25548, -0.50181)  0.000
H (2.82414, 1.54909, -2.21978)  0.004
N (3.14491, 2.37223, -1.73631)  0.005
C (0.58136, -5.32939, -2.18604)  0.001
C (0.92141, 6.66766, -0.34015)  0.003
C (0.73390, -4.43959, -1.11506)  -0.002
H (-5.26505, 1.99153, 6.13472)  0.000
H (5.96315, 0.33227, 1.64617)  -0.001
C (5.45641, -0.78007, -1.50018)  -0.013
C (-0.63680, -0.01701, 1.84159)  -0.015
H (5.99493, -1.06531, -2.39765)  -0.001
H (4.12963, 2.55721, -1.83209)  0.000
H (1.90939, -6.65388, -5.91765)  0.000
N (0.43876, -4.80161, -3.46120)  0.006
H (-2.62538, 0.47259, 4.53362)  0.000
O (0.58873, -0.10911, 1.41740)  0.006
H (3.52814, 0.17767, 1.67735)  0.003
C (0.45058, -5.69474, -4.63813)  -0.001
F (0.99046, -6.78604, 1.59441)  0.000
C (0.49324, -3.48772, -3.66300)  0.008
Cl (1.68114, 8.23203, 0.01605)  0.000
C (0.86434, -4.94183, 0.17356)  0.003
N (3.16537, 3.43303, 0.33389)  0.000
C (0.66087, -2.54467, -2.68384)  0.048
H (-5.01505, 0.03854, 0.34957)  0.000
H (-2.55455, 5.51753, 7.34042)  0.000
C (5.43933, 0.00059, 0.75775)  -0.013
C (-0.27912, -6.98618, -4.29523)  0.000
H (7.23074, -0.23298, -0.41368)  0.002
H (-0.19140, -8.53670, -2.79811)  0.000
H (3.71867, 4.16781, -0.06976)  0.000
H (-1.51487, 2.45211, -0.44360)  -0.001
C (-4.29883, 3.90530, 5.94930)  0.000
C (-0.00991, 6.12413, 0.54734)  -0.001
C (0.56959, -6.72217, -1.97635)  -0.001

## Properties
Gap between HOMO and LUMO (alpha / beta) in eV: 3.00 / 2.92
Spin multiplicity: 3
Charge: -1
Highest occupied orbital energy (alpha / beta) in eV: -1.631 / -1.621
LUMO energy (alpha / beta) in eV: 1.4 / 1.3

***

The records above give, respectively, max |F| values of 0.0040, 0.0287 Eh/bohr.